*i*
C5H9NS2 | wB97M-V/def2-TZVPD

## Properties
Gap between HOMO and LUMO ... 8.76 eV
Lowest unoccupied orbital energy ... 0.024 Eh
SMILES ... NCC1=CSCSC1

The geometry in ORCA input format:
```
! wB97M-V def2-TZVPD RIJCOSX def2/J DEFGRID3
* xyz 0 1
C 0.829 -1.507 -0.880
C 0.106 -0.274 -0.377
C -1.109 -0.041 -1.067
C -1.625 2.082 0.749
C 0.784 0.708 0.588
H 2.069 -1.800 0.743
H 0.734 -2.502 0.839
H 1.721 -1.122 -1.477
H 0.168 -2.001 -1.566
H -1.333 -0.729 -1.892
H -1.690 1.660 1.710
H -2.125 3.069 0.886
H 0.539 0.479 1.634
H 1.822 0.949 0.346
N 1.455 -2.436 0.096
S -2.415 1.023 -0.574
S 0.069 2.443 0.243
*
```

*ii*
C5H9NS2 | wB97M-V/def2-TZVPD

## Properties
Gap between HOMO and LUMO ... 8.41 eV
Lowest unoccupied orbital energy ... -0.011 Eh
SMILES ... CN1C[C@@]1(C=S)CS

The geometry in ORCA input format:
```
! wB97M-V def2-TZVPD RIJCOSX def2/J DEFGRID3
* xyz 0 1
C 1.729 1.023 0.767
C -0.152 -0.391 1.492
C -0.348 -0.245 -0.008
C -1.746 0.114 -0.586
C 0.463 -1.248 -0.829
H 1.959 1.500 -0.175
H 1.941 1.643 1.619
H 2.327 0.095 0.859
H 0.667 -1.085 1.867
H -1.005 -0.376 2.080
H -2.264 0.634 0.224
H -2.330 -0.838 -0.757
H -1.404 0.393 -2.862
H 1.510 -1.340 -0.429
N 0.306 0.802 0.810
S -1.659 1.346 -1.924
S 0.006 -2.027 -2.151
*
```

What should be chosen as the least stable of them? Choose *ii*.

*i*
CH2FNO3S | wB97M-V/def2-TZVPD

## Properties
Gap between HOMO and LUMO ... 11.86 eV
Lowest unoccupied orbital energy ... 0.023 Eh

The geometry in ORCA input format:
```
! wB97M-V def2-TZVPD RIJCOSX def2/J DEFGRID3
* xyz 0 1
C -0.312 1.829 1.160
N -0.227 3.009 1.280
O -0.605 0.711 1.098
O -0.597 -1.105 -1.425
O 0.200 -3.357 -0.809
F 1.419 -1.362 -0.020
S -0.100 -2.094 -0.217
H 0.491 3.694 1.235
H -0.269 -1.325 -2.303
*
```

*ii*
CH2FNO3S | wB97M-V/def2-TZVPD

## Properties
Gap between HOMO and LUMO ... 10.77 eV
Lowest unoccupied orbital energy ... 0.005 Eh

The geometry in ORCA input format:
```
! wB97M-V def2-TZVPD RIJCOSX def2/J DEFGRID3
* xyz 0 1
C -0.783 0.543 1.024
N -0.045 0.253 -0.082
O -0.740 1.628 1.547
O 0.725 2.707 -0.865
O 1.621 0.601 -1.566
F 2.159 1.388 0.721
S 0.970 1.384 -0.392
H -1.423 -0.198 1.395
H 1.558 -0.338 -1.258
*
```

What should be chosen as the least stable of them? Choose *ii*.

*i*
C3H5N3OS | wB97M-V/def2-TZVPD

## Properties
Gap between HOMO and LUMO ... 9.62 eV
Lowest unoccupied orbital energy ... 0.018 Eh
SMILES ... NCc1nnc(S)o1

The geometry in ORCA input format:
```
! wB97M-V def2-TZVPD RIJCOSX def2/J DEFGRID3
* xyz 0 1
N -0.249 -0.977 -1.053
N 0.170 -1.161 0.209
O 0.675 0.912 -0.353
S -0.379 1.035 -2.866
C 0.004 0.270 -1.343
C 0.681 -0.022 0.627
N 0.535 1.302 2.723
C 1.272 0.259 1.986
H 0.367 2.064 -2.576
H 0.722 2.233 2.355
H -0.460 1.099 2.697
H 2.334 0.508 1.868
H 1.207 -0.641 2.604
*
```

*ii*
C3H5N3OS | wB97M-V/def2-TZVPD

## Properties
Gap between HOMO and LUMO ... 9.97 eV
Lowest unoccupied orbital energy ... 0.017 Eh
SMILES ... CSn1cnc(=O)[nH]1

The geometry in ORCA input format:
```
! wB97M-V def2-TZVPD RIJCOSX def2/J DEFGRID3
* xyz 0 1
C 0.823 -1.468 1.316
C -1.475 0.201 -0.347
C -0.248 1.939 -0.713
H -0.008 -1.316 1.939
H 1.431 -0.576 1.308
H 1.447 -2.350 1.679
H -2.269 -0.464 -0.079
H 1.169 0.801 -1.768
N -0.314 -0.315 -0.875
N -1.517 1.497 -0.247
N 0.539 0.804 -0.940
O 0.112 3.077 -0.886
S 0.310 -1.829 -0.388
*
```

What should be chosen as the least stable of them? Choose *i*.

*i*
C6H15NO | wB97M-V/def2-TZVPD

## Properties
Gap between HOMO and LUMO ... 10.66 eV
Lowest unoccupied orbital energy ... 0.028 Eh
SMILES ... CC(N)=O.CC(C)C

The geometry in ORCA input format:
```
! wB97M-V def2-TZVPD RIJCOSX def2/J DEFGRID3
* xyz 0 1
C -0.694 0.326 -1.148
C -1.870 1.124 -1.792
C -1.243 -0.954 -0.447
C 0.452 0.103 -2.080
H -0.266 0.949 -0.344
H -2.735 0.705 -1.389
H -2.003 0.903 -2.909
H -1.907 -1.453 -1.257
H -0.340 -1.580 -0.173
H -1.895 -0.844 0.386
H 1.039 -0.702 -1.712
H 0.005 -0.072 -3.084
H 1.079 1.017 -2.345
H -1.724 2.201 -1.598
C 1.125 -1.214 2.452
C 1.708 -0.066 1.737
O 2.592 -0.026 0.863
N 1.185 1.093 2.167
H 1.698 -2.064 1.945
H 0.000 -1.378 2.354
H 1.670 1.991 1.921
H 0.497 1.121 2.951
H 1.627 -1.179 3.502
*
```

*ii*
C6H15NO | wB97M-V/def2-TZVPD

## Properties
Gap between HOMO and LUMO ... 8.74 eV
Lowest unoccupied orbital energy ... 0.030 Eh
SMILES ... CNC(C)(C)CCO

The geometry in ORCA input format:
```
! wB97M-V def2-TZVPD RIJCOSX def2/J DEFGRID3
* xyz 0 1
C -0.118 -0.163 -0.235
C 2.325 -0.159 -0.152
C 0.828 0.186 0.808
C -0.268 0.790 -1.398
C -0.289 -1.621 -0.599
C -2.531 0.985 0.746
N -1.327 0.254 1.057
O 3.219 -0.932 0.606
H 3.390 -0.482 1.441
H -1.527 -0.515 1.692
H 2.273 -0.660 -1.117
H 2.721 0.845 -0.345
H 0.901 1.244 1.041
H 0.912 -0.509 1.637
H 0.504 -1.940 -1.277
H -0.225 -2.254 0.284
H -0.088 1.821 -1.101
H -1.282 0.729 -1.792
H 0.411 0.524 -2.208
H -1.257 -1.766 -1.078
H -2.267 1.903 0.211
H -3.247 0.426 0.121
H -3.057 1.294 1.657
*
```

*iii*
C6H15NO | wB97M-V/def2-TZVPD

## Properties
Gap between HOMO and LUMO ... 9.92 eV
Lowest unoccupied orbital energy ... 0.025 Eh
SMILES ... C=C(C)CCCN.O

The geometry in ORCA input format:
```
! wB97M-V def2-TZVPD RIJCOSX def2/J DEFGRID3
* xyz 0 1
C -1.123 1.106 -0.480
C -0.892 0.885 1.035
C -0.172 -0.386 1.372
C 1.874 -1.146 0.179
C 1.320 -0.360 1.086
C 1.960 0.690 1.861
N -2.377 0.564 -1.062
H -1.047 2.172 -0.651
H -0.338 0.605 -1.044
H -0.637 1.824 1.537
H -1.960 0.648 1.245
H -0.667 -1.249 0.836
H -0.396 -0.563 2.461
H 1.410 -2.023 -0.252
H 2.943 -1.237 0.296
H 1.885 0.481 2.948
H 1.798 1.757 1.636
H 3.063 0.678 1.623
H -3.049 0.010 -0.552
H -2.057 -0.041 -1.799
H -0.890 -0.936 -3.657
H -0.451 -2.201 -4.366
O -0.197 -1.277 -4.249
*
```

What should be chosen as the least stable of them? Choose *ii*.

*i*
C6H15NO | wB97M-V/def2-TZVPD

## Properties
Gap between HOMO and LUMO ... 10.19 eV
Lowest unoccupied orbital energy ... 0.033 Eh
SMILES ... CN=C(C)C.CCO

The geometry in ORCA input format:
```
! wB97M-V def2-TZVPD RIJCOSX def2/J DEFGRID3
* xyz 0 1
C -2.071 -0.016 0.562
C -2.270 1.456 0.271
O -3.137 -0.509 1.359
H -3.186 0.045 2.157
H -2.052 -0.592 -0.367
H -1.130 -0.185 1.095
H -3.279 1.646 -0.109
H -2.155 2.045 1.187
H -1.540 1.812 -0.461
C 2.528 0.127 1.264
C 1.136 -1.715 -0.523
C 0.739 0.325 -2.041
C 1.296 -0.234 -0.754
N 1.908 0.581 0.032
H 3.604 0.323 1.220
H 2.398 -0.934 1.488
H 2.120 0.695 2.106
H 0.684 -1.897 0.456
H 0.482 -2.152 -1.283
H 2.113 -2.203 -0.578
H -0.253 -0.093 -2.232
H 1.407 0.058 -2.864
H 0.657 1.414 -1.983
*
```

*ii*
C6H15NO | wB97M-V/def2-TZVPD

## Properties
Gap between HOMO and LUMO ... 10.18 eV
Lowest unoccupied orbital energy ... 0.036 Eh
SMILES ... CO[C@@](C)(N)C(C)C

The geometry in ORCA input format:
```
! wB97M-V def2-TZVPD RIJCOSX def2/J DEFGRID3
* xyz 0 1
C 0.223 0.214 -0.308
C -0.795 -0.256 0.687
C 2.710 -0.323 0.288
C 0.557 1.697 -0.282
C -2.147 0.625 0.235
C -1.162 -1.729 0.618
N 0.149 -0.267 -1.635
O 1.374 -0.689 0.461
H -0.527 0.084 1.684
H -0.350 0.333 -2.274
H -0.041 -1.258 -1.699
H 2.922 -0.120 -0.771
H 3.339 -1.143 0.651
H 2.956 0.574 0.881
H -0.172 2.272 -0.849
H 1.521 1.846 -0.763
H 0.603 2.067 0.738
H -2.433 0.422 -0.795
H -2.042 1.691 0.414
H -2.928 0.263 0.900
H -1.769 -2.000 1.479
H -0.266 -2.345 0.631
H -1.721 -1.958 -0.290
*
```

*iii*
C6H15NO | wB97M-V/def2-TZVPD

## Properties
Gap between HOMO and LUMO ... 9.56 eV
Lowest unoccupied orbital energy ... 0.029 Eh
SMILES ... C=C(C)C[C@H](C)N.O

The geometry in ORCA input format:
```
! wB97M-V def2-TZVPD RIJCOSX def2/J DEFGRID3
* xyz 0 1
C -0.410 0.377 2.316
C 0.011 0.749 0.888
C -0.061 -0.316 -0.207
C 1.006 -0.208 -1.273
C 2.297 -0.448 -0.859
C 0.768 0.842 -2.367
N -0.738 1.913 0.427
H -1.539 0.126 2.529
H -0.006 -0.540 2.699
H -0.203 1.051 3.083
H 1.082 1.019 0.987
H -0.218 -1.245 0.322
H -1.004 -0.111 -0.939
H 2.562 -0.960 0.010
H 3.076 -0.067 -1.533
H -0.285 0.910 -2.741
H 1.373 0.643 -3.313
H 1.011 1.904 -2.018
H -0.417 2.814 0.870
H -1.752 1.817 0.456
H -2.267 -1.972 1.020
H -1.311 -3.216 0.760
O -2.076 -2.691 0.479
*
```

What should be chosen as the least stable of them? Choose *iii*.

*i*
C6H15NO | wB97M-V/def2-TZVPD

## Properties
Gap between HOMO and LUMO ... 10.50 eV
Lowest unoccupied orbital energy ... 0.032 Eh
SMILES ... CCC(N)=O.CCC

The geometry in ORCA input format:
```
! wB97M-V def2-TZVPD RIJCOSX def2/J DEFGRID3
* xyz 0 1
C 1.675 -1.105 -0.091
C 0.790 -2.224 -0.744
C 1.620 -1.195 1.456
O 2.093 -2.098 2.065
N 1.023 -0.296 2.233
H 2.686 -1.205 -0.581
H 1.132 -0.189 -0.390
H -0.177 -2.127 -0.260
H 0.916 -0.593 3.226
H 0.362 0.455 2.175
H 1.114 -3.331 -0.540
H 0.672 -1.979 -1.743
C -1.084 1.430 -1.180
C -0.707 2.636 -0.233
C -1.926 0.283 -0.509
H -1.616 1.572 -2.136
H -0.147 0.970 -1.563
H 0.295 3.040 -0.677
H -1.623 0.333 0.554
H -3.065 0.498 -0.664
H -1.765 -0.582 -0.962
H -1.540 3.430 -0.323
H -0.731 2.277 0.887
*
```

*ii*
C6H15NO | wB97M-V/def2-TZVPD

## Properties
Gap between HOMO and LUMO ... 9.15 eV
Lowest unoccupied orbital energy ... 0.039 Eh

The geometry in ORCA input format:
```
! wB97M-V def2-TZVPD RIJCOSX def2/J DEFGRID3
* xyz 0 1
C -0.681 1.048 0.257
C 1.499 -0.632 0.177
C -0.612 -2.458 0.660
C -1.046 1.353 -1.188
C -1.196 2.054 1.264
C 2.053 -0.570 -1.231
N -0.307 -1.209 0.000
O -1.043 -0.228 0.681
H 0.504 0.907 0.264
H 1.929 0.121 0.844
H 1.810 -1.543 0.689
H -0.037 -3.237 0.159
H -1.673 -2.699 0.544
H -0.374 -2.438 1.732
H -0.589 2.292 -1.495
H -2.129 1.442 -1.285
H -0.703 0.551 -1.836
H -0.933 1.750 2.275
H -2.282 2.134 1.204
H -0.770 3.034 1.059
H 3.137 -0.696 -1.224
H 1.619 -1.358 -1.847
H 1.823 0.381 -1.705
*
```

*iii*
C6H15NO | wB97M-V/def2-TZVPD

## Properties
Gap between HOMO and LUMO ... 10.00 eV
Lowest unoccupied orbital energy ... 0.032 Eh

The geometry in ORCA input format:
```
! wB97M-V def2-TZVPD RIJCOSX def2/J DEFGRID3
* xyz 0 1
C -0.008 -0.707 0.793
C -0.936 0.539 0.673
C 1.150 -1.112 -0.432
C 0.780 -0.644 2.097
C -1.003 2.564 -0.639
C 0.731 -1.381 -1.870
N -0.725 1.121 -0.663
O -0.951 -1.716 0.695
H -1.518 -1.261 -0.278
H 0.313 1.011 -0.779
H -1.003 1.217 1.528
H -2.006 0.293 0.597
H 1.530 -2.073 -0.064
H 2.051 -0.483 -0.425
H 0.154 -0.347 2.945
H 1.211 -1.619 2.344
H 1.582 0.096 2.018
H -2.067 2.755 -0.474
H -0.616 3.075 -1.523
H -0.481 3.040 0.197
H 0.762 -0.469 -2.475
H -0.301 -1.746 -1.921
H 1.352 -2.150 -2.344
*
```

What should be chosen as the least stable of them? Choose *ii*.

*i*
C6H15NO | wB97M-V/def2-TZVPD

## Properties
Gap between HOMO and LUMO ... 9.15 eV
Lowest unoccupied orbital energy ... 0.037 Eh
SMILES ... CC(C)NCCCO

The geometry in ORCA input format:
```
! wB97M-V def2-TZVPD RIJCOSX def2/J DEFGRID3
* xyz 0 1
C 1.193 1.063 0.871
C 1.534 2.449 1.426
O 1.459 3.445 0.408
C -0.282 1.042 0.350
N -0.826 -0.283 0.194
C -0.512 -2.700 0.020
C -0.425 -1.317 -0.725
C -1.335 -1.411 -1.946
H 1.317 0.252 1.588
H 1.772 0.813 -0.025
H 2.525 2.435 1.881
H 0.769 2.723 2.150
H 1.509 2.999 -0.425
H -0.949 1.615 0.993
H -0.254 1.591 -0.595
H -1.575 -0.475 0.824
H -1.072 -2.493 0.932
H -0.941 -3.479 -0.599
H 0.430 -3.042 0.461
H 0.600 -1.019 -0.975
H -0.953 -1.950 -2.813
H -1.665 -0.402 -2.233
H -2.318 -1.856 -1.761
*
```

*ii*
C6H15NO | wB97M-V/def2-TZVPD

## Properties
Gap between HOMO and LUMO ... 8.62 eV
Lowest unoccupied orbital energy ... 0.031 Eh
SMILES ... CC/C(C)=C(/C)N.O

The geometry in ORCA input format:
```
! wB97M-V def2-TZVPD RIJCOSX def2/J DEFGRID3
* xyz 0 1
C 0.155 -2.608 0.282
C 1.003 -1.391 0.131
N -1.031 0.218 1.727
C -0.694 0.512 0.386
C 0.206 -0.141 -0.471
C 0.562 0.002 -1.965
C -1.346 1.594 -0.284
H -0.026 -3.065 -0.666
H -0.800 -2.571 0.830
H 0.846 -3.414 0.771
H 1.614 -1.045 0.990
H 1.793 -1.618 -0.738
H -0.624 -0.682 2.012
H -1.900 0.440 2.179
H -0.200 0.818 -2.267
H 1.583 0.378 -2.027
H 0.569 -0.973 -2.475
H -0.926 2.586 0.098
H -1.175 1.343 -1.406
H -2.549 1.650 -0.171
H 0.529 2.067 1.335
H 1.089 3.229 0.509
O 1.325 2.669 1.220
*
```

What should be chosen as the least stable of them? Choose *ii*.

*i*
C6H15NO | wB97M-V/def2-TZVPD

## Properties
Gap between HOMO and LUMO ... 10.17 eV
Lowest unoccupied orbital energy ... 0.031 Eh
SMILES ... C=CCC[C@@H](C)N.O

The geometry in ORCA input format:
```
! wB97M-V def2-TZVPD RIJCOSX def2/J DEFGRID3
* xyz 0 1
C 0.030 -0.779 2.890
C -0.831 -0.780 1.567
C -0.064 -0.857 0.282
C -0.591 -0.279 -0.997
C 0.723 0.496 -2.872
C 0.031 -0.441 -2.319
N -1.763 0.336 1.798
H 0.569 -1.642 2.966
H -0.597 -0.617 3.778
H 0.702 0.103 2.686
H -1.409 -1.644 1.752
H 0.340 -1.887 0.181
H 0.835 -0.277 0.462
H -1.617 -0.714 -1.148
H -0.964 0.711 -0.865
H 1.333 0.385 -3.716
H 0.491 1.517 -2.424
H -0.481 -1.311 -2.756
H -2.677 0.246 1.212
H -1.435 1.213 1.355
H 2.923 1.968 -0.900
H 1.468 1.875 -1.326
O 2.134 1.696 -0.644
*
```

*ii*
C6H15NO | wB97M-V/def2-TZVPD

## Properties
Gap between HOMO and LUMO ... 5.74 eV
Lowest unoccupied orbital energy ... -0.099 Eh

The geometry in ORCA input format:
```
! wB97M-V def2-TZVPD RIJCOSX def2/J DEFGRID3
* xyz 0 1
C 0.711 1.946 1.616
O -0.438 -1.894 1.571
C -0.169 1.554 0.774
C -0.965 0.324 0.817
C -0.821 -0.598 -0.372
C 0.608 -0.781 -0.940
C 0.939 -2.243 -0.822
N -0.495 2.301 -1.599
H 1.145 1.243 2.307
H 1.173 2.912 1.489
H -0.129 -2.524 2.241
H -0.219 2.060 -0.419
H -0.520 -0.356 1.646
H -2.010 0.437 1.089
H -1.472 -0.216 -1.172
H -1.271 -1.566 -0.150
H 1.242 -0.262 -0.214
H 0.696 -0.302 -1.916
H 0.627 -2.383 0.245
H 0.544 -2.898 -1.592
H 2.024 -2.394 -0.847
H 0.142 2.782 -2.221
H -1.340 2.858 -1.531
*
```

*iii*
C6H15NO | wB97M-V/def2-TZVPD

## Properties
Gap between HOMO and LUMO ... 8.53 eV
Lowest unoccupied orbital energy ... 0.025 Eh

The geometry in ORCA input format:
```
! wB97M-V def2-TZVPD RIJCOSX def2/J DEFGRID3
* xyz 0 1
C -0.815 0.017 0.936
C 0.511 -0.429 0.748
C 1.381 0.653 -0.936
C -1.150 0.927 2.085
C 0.782 -1.851 0.329
C 0.905 0.224 -2.288
N -1.865 -0.734 0.466
O -0.540 1.606 -0.435
H -1.030 2.312 -0.888
H 1.214 -0.016 1.464
H -2.751 -0.253 0.428
H -1.686 -1.270 -0.370
H 1.608 1.699 -0.807
H 2.206 0.051 -0.569
H -0.353 1.652 2.225
H -1.269 0.334 2.997
H -2.073 1.475 1.898
H 0.266 -2.119 -0.598
H 1.847 -2.004 0.146
H 0.467 -2.570 1.092
H 0.351 1.014 -2.788
H 0.238 -0.638 -2.222
H 1.756 -0.079 -2.911
*
```

*iv*
C6H15NO | wB97M-V/def2-TZVPD

## Properties
Gap between HOMO and LUMO ... 8.83 eV
Lowest unoccupied orbital energy ... -0.001 Eh

The geometry in ORCA input format:
```
! wB97M-V def2-TZVPD RIJCOSX def2/J DEFGRID3
* xyz 0 1
C 2.300 -1.246 0.333
N 1.041 -0.959 0.991
C -0.087 -0.304 -0.379
C -1.336 0.515 -0.889
C -2.735 0.271 -0.214
C -3.771 0.984 -0.625
C 3.143 0.037 0.250
H 2.227 -1.626 -0.743
H 2.755 -1.969 0.937
H 0.669 -1.944 1.103
H 0.636 0.205 -0.890
H -0.282 -1.227 -0.932
H -0.944 1.440 -0.690
H -1.534 0.355 -1.946
H -2.946 -0.436 0.647
H -4.719 0.844 -0.329
H -3.526 1.615 -1.462
H 2.652 0.774 -0.396
H 3.479 0.493 1.224
H 4.024 -0.279 -0.311
H -0.348 1.638 1.617
H -0.132 0.085 0.842
O -0.564 0.733 1.859
*
```

What should be chosen as the least stable of them? Choose *ii*.